No. 1
The following is a DFT calculation (the ωB97M-V functional and the def2-TZVPD basis) of a molecular structure, C24H30Cl2F6N2O9PPtS2.

The geometry in XYZ format:
```
77
C24H30Cl2F6N2O9PPtS2, DFT the ωB97M-V functional and the def2-TZVPD basis
Pt 0.65 1.06 0.33
Cl -2.34 7.81 -0.31
C -1.40 6.34 -0.32
C -0.05 6.40 -0.67
C 0.70 5.26 -0.69
Cl 2.38 5.34 -1.13
C 0.16 3.98 -0.37
O 0.91 2.94 -0.48
C -1.21 3.97 0.01
C -1.89 2.76 0.43
O -1.41 1.66 0.65
C -1.97 5.15 0.02
H 0.40 7.35 -0.93
H -2.97 2.88 0.59
H -3.02 5.10 0.29
F -1.88 -3.21 -2.82
C -2.85 -2.73 -2.04
F -2.75 -3.33 -0.85
F -4.02 -3.07 -2.59
S -2.68 -0.87 -1.86
O -2.28 -0.66 -0.50
O -1.76 -0.49 -2.90
N -4.10 -0.29 -2.23
S -5.32 -0.39 -1.23
O -5.26 -1.48 -0.30
O -6.53 -0.14 -1.94
C -5.15 1.12 -0.16
F -4.31 0.94 0.86
F -6.35 1.45 0.35
F -4.72 2.18 -0.87
C 1.38 -2.25 -3.55
C 1.30 -2.59 -2.08
C 1.71 -3.83 -1.62
C 1.63 -4.12 -0.26
C 2.01 -5.48 0.26
C 1.20 -3.14 0.63
C 0.80 -1.86 0.21
C 0.82 -1.65 -1.19
N 0.48 -0.82 1.07
C -0.09 -1.11 2.40
C -0.81 0.11 2.96
C 1.01 -1.46 3.44
C -1.15 -2.22 2.33
H 1.75 -3.10 -4.13
H 2.05 -1.41 -3.71
H 0.40 -1.96 -3.93
H 2.07 -4.58 -2.31
H 2.66 -6.00 -0.44
H 1.12 -6.10 0.41
H 2.52 -5.42 1.22
H 1.20 -3.40 1.68
H 0.41 -0.73 -1.58
H -0.16 0.99 2.98
H -1.11 -0.11 3.99
H -1.71 0.33 2.39
H 1.61 -0.57 3.65
H 1.68 -2.25 3.12
H 0.54 -1.77 4.38
H -1.87 -1.98 1.54
H -1.69 -2.26 3.28
H -0.75 -3.21 2.14
C 3.22 2.69 1.75
O 3.66 1.91 0.63
P 2.76 0.82 -0.11
O 3.56 -0.52 0.15
C 3.85 -0.92 1.49
O 3.17 1.02 -1.62
C 2.31 1.51 -2.67
H 3.92 3.51 1.84
H 3.23 2.09 2.66
H 2.22 3.07 1.58
H 4.86 -0.58 1.76
H 3.80 -2.01 1.51
H 3.12 -0.52 2.19
H 2.70 1.10 -3.59
H 2.35 2.60 -2.68
H 1.28 1.18 -2.52
```

Calculated values
LUMO level = 1.643 eV
Energy = -4496.0105 a.u.
Highest occupied orbital energy = -4.517 eV
Energy relative to the best compared isomer or geometry (same formula, charge and spin) = 0.00 kJ/mol
Net charge = -1
F_max = 0.397 eV/A


No. 2
The following is a DFT calculation (the ωB97M-V functional and the def2-TZVPD basis) of C4H7NS in the gas phase in a non-equilibrium geometry.

The geometry in XYZ format:
```
13
C4H7NS, DFT the ωB97M-V functional and the def2-TZVPD basis
C -1.49 -0.06 -0.35
C -0.14 0.03 0.29
C 0.98 -1.13 0.13
C 0.55 1.31 0.01
H -2.16 0.96 -0.34
H -1.49 -0.17 -1.48
H -1.97 -0.95 0.08
H -0.66 0.13 1.40
H 0.66 -1.75 -0.73
H 1.20 -1.88 0.81
H 0.06 2.21 0.44
N 1.74 1.41 -0.09
S 2.72 -0.11 -0.17
```

Calculated values
LUMO level = 0.661 eV
SMILES = C[C@@H]1C=NSC1
Energy = -609.4505 a.u.
Highest occupied orbital energy = -8.813 eV
Energy relative to the best compared isomer or geometry (same formula, charge and spin) = 283.45 kJ/mol
F_max = 7.385 eV/A


Which formula does entry 1 have? C24H30Cl2F6N2O9PPtS2